Entry 1:
C25H26Cl3NO4Re as an isolated structure, computed with the ωB97M-V functional and the def2-TZVPD basis.

```
60
Properties=species:S:1:pos:R:3:forces:R:3
Re 2.320 -0.278 -0.112 0.1066 0.2781 0.3987
C 0.646 -2.842 -2.195 0.0328 -0.0222 0.0329
C -0.331 -2.663 -1.222 0.0033 0.0020 -0.0551
C -1.299 -1.682 -1.389 -0.0103 -0.0111 -0.0280
C -1.285 -0.883 -2.526 0.0067 0.0053 0.0480
C -0.300 -1.051 -3.488 -0.0271 0.0117 -0.0188
C 0.666 -2.032 -3.322 0.0156 -0.0462 -0.0198
H 1.393 -3.615 -2.072 0.0179 0.0220 0.0387
H -0.333 -3.289 -0.340 0.0004 0.0259 0.0218
H -2.066 -1.537 -0.637 -0.0107 0.0014 0.0011
H -2.051 -0.133 -2.664 -0.0529 0.0787 0.0179
H -0.291 -0.424 -4.371 -0.0024 0.0036 0.0031
H 1.427 -2.177 -4.079 0.0101 -0.0022 0.0052
O 4.313 0.075 -0.308 -0.0122 -0.0364 -0.2017
O 3.813 1.224 0.439 0.0371 -0.0725 -0.1156
Cl 2.779 -2.366 0.720 -0.0651 0.0224 -0.0212
C 3.674 2.633 -2.053 -0.0311 0.0085 -0.0110
C 3.895 1.221 -2.591 0.0463 -0.0270 -0.0366
C 2.900 0.938 -3.723 -0.0109 0.0490 -0.0116
C 5.330 1.118 -3.130 -0.0029 -0.0002 0.0009
C 3.712 0.076 -1.612 0.0226 -0.1072 0.1378
H 3.781 3.328 -2.889 0.0033 0.0117 0.0110
H 4.405 2.890 -1.291 0.0108 -0.0053 0.0071
H 2.681 2.755 -1.629 -0.0011 0.0011 0.0036
H 3.047 1.663 -4.524 -0.0049 0.0021 -0.0014
H 1.872 1.015 -3.365 0.0114 0.0069 0.0051
H 3.041 -0.061 -4.143 0.0085 -0.0101 0.0072
H 5.501 1.892 -3.880 -0.0068 0.0059 0.0019
H 5.516 0.149 -3.598 -0.0095 -0.0064 0.0062
H 6.056 1.258 -2.327 0.0036 0.0008 0.0025
H 4.030 -0.873 -2.053 -0.0224 0.0028 0.0069
Cl -3.723 1.734 4.319 0.0147 -0.0137 0.0102
C -2.965 0.244 4.780 -0.0661 0.0492 0.0544
C -3.301 -0.320 5.999 0.0116 -0.0069 -0.0043
C -2.664 -1.475 6.423 0.0276 0.0054 -0.0540
C -1.696 -2.062 5.624 -0.0366 0.0108 0.0366
C -1.395 -1.501 4.396 0.0320 -0.0600 0.0053
Cl -0.190 -2.262 3.400 -0.0123 0.0303 -0.0048
C -2.020 -0.339 3.932 0.0669 -0.0287 -0.0300
N -1.662 0.239 2.713 -0.0239 -0.0051 -0.1318
C -2.602 0.368 1.663 0.0513 0.0029 0.0667
C -3.829 -0.288 1.702 -0.0252 0.0098 -0.0415
C -4.757 -0.113 0.690 -0.0040 0.0196 0.0002
C -4.477 0.728 -0.376 -0.0098 -0.0333 0.0156
C -3.252 1.372 -0.419 0.0598 -0.0580 -0.1078
C -2.295 1.188 0.571 -0.0534 0.0646 0.0451
C -0.988 1.940 0.477 0.0881 0.0597 -0.1192
C 0.195 1.093 0.110 0.0933 -0.1442 0.2094
O 1.021 1.364 -0.799 -0.3085 0.1800 -0.0394
O 0.467 0.038 0.797 -0.0525 -0.2181 -0.1879
H -4.045 0.166 6.614 -0.0007 0.0036 0.0028
H -2.916 -1.912 7.380 0.0000 -0.0027 0.0065
H -1.180 -2.958 5.936 0.0003 -0.0028 0.0025
H -0.762 -0.073 2.372 0.0516 0.0170 0.0236
H -4.058 -0.935 2.539 0.0029 -0.0074 0.0016
H -5.706 -0.631 0.742 0.0000 -0.0050 -0.0023
H -5.204 0.884 -1.161 -0.0016 0.0109 0.0010
H -3.028 2.046 -1.238 0.0139 -0.0212 -0.0275
H -0.749 2.388 1.448 0.0184 -0.0419 0.0229
H -1.060 2.741 -0.257 -0.0044 -0.0079 0.0090
```
Positions in Å, forces in eV/Å.

Computed properties:
- Spin multiplicity: 4
- Strongest force on any atom: 0.50 eV/Å
- E: -2782.7389 Eh
- Net charge: 0
- Energy above the lowest of the compared OMol25 structures with the same formula, charge and spin: 3.743 eV
- Lowest unoccupied orbital energy (spin up / spin down): 0.0 / -0.5 eV
- HOMO energy (spin up / spin down): -7.78 / -8.35 eV

Entry 2:
C7H21BeN10O11 as an isolated structure at a distorted geometry, computed with the ωB97M-V functional and the def2-TZVPD basis.

```
50
Properties=species:S:1:pos:R:3:forces:R:3
Be -9.525 22.645 -22.456 -0.0345 0.0167 -0.1995
O -6.178 23.934 -27.981 -0.0222 0.6059 -1.2282
C -7.306 23.433 -27.408 -2.5975 -2.0384 0.6591
O -7.112 23.097 -26.225 0.5951 0.0619 1.5772
O -8.388 23.205 -27.984 0.8722 1.0768 -1.2237
H -5.689 23.811 -27.164 1.1404 0.2944 0.1901
C -13.106 20.895 -24.542 -0.0726 -1.0551 -2.4532
O -12.833 22.033 -24.849 0.5060 4.1661 -0.9207
O -12.714 20.459 -23.515 1.0676 -2.0994 4.8525
O -13.635 20.231 -25.435 -1.4370 -1.0664 -1.3301
C -11.058 20.168 -17.476 4.7348 5.3415 -1.4083
O -10.259 20.768 -18.196 1.5802 -1.2427 -0.6420
N -12.169 19.836 -17.936 -7.6709 -3.4617 -4.1074
N -10.953 20.260 -16.190 0.0301 -0.8492 4.9169
H -13.081 19.702 -17.522 0.6817 -0.1577 0.8058
H -12.274 19.782 -18.939 0.4904 0.3606 0.0575
H -10.124 20.675 -15.788 -0.4666 0.0542 -0.1960
H -11.837 20.239 -15.701 0.6307 -0.0513 0.5917
C -8.426 16.900 -22.312 2.8925 3.3051 -1.8252
O -7.970 17.968 -22.717 0.8404 -0.0863 0.5216
N -7.713 15.849 -21.989 1.9627 -2.0326 0.7149
N -9.687 16.738 -22.255 -5.3480 -0.7330 0.5488
H -8.203 15.008 -21.719 0.8869 0.0549 0.0700
H -6.713 15.978 -22.058 -0.2718 -0.6070 0.1236
H -10.202 17.583 -22.459 -0.4528 -0.5284 -0.1441
H -10.071 15.806 -22.204 -0.5072 0.6280 -0.0068
C -4.522 22.824 -19.548 -0.0954 -1.4628 -1.9510
O -5.265 22.820 -20.448 -3.4603 -0.6357 -4.0260
N -3.748 21.875 -19.139 2.9978 -4.6631 1.7285
N -4.260 23.866 -18.884 0.3967 6.7201 4.1499
H -3.621 21.000 -19.626 -0.3926 0.1960 0.3162
H -3.590 21.970 -18.146 0.5245 -1.1641 -0.3502
H -5.024 24.527 -18.863 0.4520 0.3336 0.2498
H -3.590 23.800 -18.131 -0.4175 0.6931 -0.1077
C -12.399 26.247 -18.518 1.9686 -2.5879 -2.6852
O -11.631 25.556 -19.215 -0.7567 1.3450 0.7645
N -12.571 26.040 -17.268 -0.0545 -1.6841 4.9303
N -13.134 27.245 -18.975 -0.8272 2.3726 -3.1618
H -12.084 25.223 -16.930 -0.3423 0.1880 0.4344
H -13.293 26.509 -16.740 0.4322 -0.2321 0.0165
H -12.888 27.196 -19.953 -0.6274 0.8360 -0.5683
H -14.131 27.309 -18.827 0.2036 -0.2242 0.2835
C -7.741 28.177 -23.374 -2.3544 -2.6056 -0.6699
O -8.277 27.083 -23.418 0.5320 -1.0448 0.3788
N -8.510 29.215 -23.584 -3.0999 3.4388 -0.5908
N -6.498 28.417 -23.141 4.8253 0.4877 0.9180
H -8.274 30.145 -23.899 0.3533 -0.3914 0.1292
H -9.450 28.903 -23.780 0.0898 0.3272 -0.0696
H -5.858 27.640 -23.055 -0.2322 0.1637 -0.0014
H -6.132 29.353 -23.040 -0.1460 -0.3632 -0.0620
```
Positions in Å, forces in eV/Å.

Computed properties:
- Spin multiplicity: 1
- Strongest force on any atom: 9.36 eV/Å
- E: -1669.1130 Eh
- Net charge: -1
- Lowest unoccupied orbital energy: -1.3 eV
- HOMO energy: -3.58 eV